Computed, not measured: a molecular structure, C60H54GeKN6O2 in a non-equilibrium geometry, with ωB97M-V with the def2-TZVPD basis set.

Properties
HOMO-LUMO gap (spin up / spin down) ... 5.825 / 4.729 eV
Molar mass ... 1002.84 Da
E ... -148972.253 eV
<S²> ... 0.7628
Largest force on an atom ... 1.88 eV/Å

Structure (ORCA input):
```
! RIJCOSX wB97M-V def2-TZVPD def2/J DEFGRID3
* xyz -2 2
K 1.279 -0.057 -1.003
N 3.158 1.051 1.228
C 4.306 1.721 0.941
C 4.454 3.064 1.308
C 5.647 3.728 1.127
C 6.716 3.069 0.541
C 6.569 1.755 0.130
C 5.389 1.042 0.322
C 5.234 -0.344 -0.161
C 6.319 -1.071 -0.677
C 6.144 -2.346 -1.180
C 4.890 -2.937 -1.187
C 3.808 -2.245 -0.661
C 3.990 -0.979 -0.149
H 2.311 1.599 1.278
H 3.127 0.116 0.712
H 3.609 3.575 1.752
H 5.747 4.763 1.434
H 7.657 3.579 0.380
H 7.404 1.286 -0.372
H 7.321 -0.663 -0.683
H 6.996 -2.885 -1.579
H 4.759 -3.936 -1.585
H 2.830 -2.707 -0.647
C 4.339 4.390 -3.490
C 3.974 3.942 -2.073
C 2.706 4.583 -1.567
C 2.761 5.877 -1.073
C 1.633 6.492 -0.560
C 0.446 5.783 -0.507
C 0.348 4.481 -0.980
C -0.959 3.748 -0.818
C -1.554 3.155 -2.095
C 1.484 3.873 -1.548
N 1.481 2.568 -1.996
C 1.627 2.315 -3.255
C 2.001 1.090 -3.823
C 2.099 0.807 -5.207
C 2.641 -0.460 -5.301
C 2.846 -0.882 -3.973
N 2.470 0.029 -3.092
H 5.272 3.921 -3.803
H 4.457 5.473 -3.538
H 3.562 4.103 -4.196
H 4.795 4.203 -1.400
H 3.873 2.856 -2.060
H 3.706 6.409 -1.087
H 1.677 7.514 -0.205
H -0.431 6.257 -0.080
H -1.692 4.434 -0.382
H -0.816 2.936 -0.100
H -1.619 3.906 -2.882
H -2.557 2.779 -1.893
H -0.949 2.329 -2.456
H 1.458 3.129 -3.978
H 1.818 1.462 -6.018
H 2.870 -1.014 -6.200
H 3.276 -1.816 -3.640
C -12.293 0.051 -0.995
O -11.734 -0.921 -1.832
C -10.352 -0.980 -1.899
C -9.822 -1.954 -2.742
C -8.458 -2.102 -2.873
C -7.568 -1.283 -2.159
C -8.124 -0.301 -1.326
C -9.491 -0.149 -1.194
N -6.222 -1.506 -2.337
N -5.455 -0.815 -1.550
C -4.130 -0.990 -1.650
C -3.496 -1.847 -2.587
C -2.158 -2.082 -2.579
C -1.277 -1.504 -1.605
O -0.073 -1.793 -1.526
C -1.901 -0.547 -0.678
N -1.078 0.052 0.194
C -1.580 0.896 1.064
C -2.937 1.226 1.113
C -3.794 0.637 0.217
C -3.292 -0.294 -0.710
H -13.374 -0.057 -1.079
H -12.011 1.064 -1.304
H -12.002 -0.092 0.051
H -10.510 -2.589 -3.284
H -8.053 -2.864 -3.524
H -7.450 0.340 -0.779
H -9.872 0.622 -0.537
H -4.143 -2.325 -3.313
H -1.703 -2.746 -3.304
H -0.875 1.324 1.767
H -3.291 1.933 1.851
H -4.852 0.862 0.195
C -0.451 -3.287 1.115
Ge 0.897 -1.905 1.736
C -0.081 -1.038 3.305
C -1.468 -1.017 3.420
C -2.103 -0.292 4.416
C -1.358 0.437 5.329
C 0.027 0.428 5.235
C 0.649 -0.295 4.231
C 2.081 -3.207 2.851
C 3.423 -3.227 2.552
C 4.302 -4.203 3.048
C 3.836 -5.207 3.849
C 2.478 -5.226 4.231
C 1.963 -6.239 5.071
C 0.653 -6.236 5.461
C -0.191 -5.190 5.052
C 0.280 -4.200 4.234
C 1.610 -4.198 3.760
H -0.657 -4.063 1.848
H -0.053 -3.753 0.218
H -1.383 -2.798 0.842
H -2.067 -1.581 2.713
H -3.186 -0.289 4.478
H -1.854 1.006 6.109
H 0.617 0.995 5.946
H 1.731 -0.289 4.154
H 3.818 -2.470 1.889
H 5.348 -4.176 2.766
H 4.488 -5.994 4.212
H 2.633 -7.024 5.408
H 0.265 -7.024 6.098
H -1.219 -5.175 5.395
H -0.360 -3.380 3.953
*
```